Density functional theory data (ωB97M-V with the def2-TZVPD basis set) for C41H39N7O5S3Tc as an isolated structure in a non-equilibrium geometry.

Structure (XYZ):
```
96
C41H39N7O5S3Tc (ωB97M-V with the def2-TZVPD basis set)
Tc -0.7702 -0.1140 0.1981
C 2.2519 -1.9286 2.6514
C 1.0952 -1.1760 2.0974
N 0.6637 -1.3282 0.8671
N 1.2322 -2.1393 0.0053
C 0.6575 -2.0768 -1.1921
O -0.3311 -1.2953 -1.3952
C 1.1593 -2.8959 -2.2874
C 0.4606 -2.9089 -3.4972
C 0.9242 -3.6553 -4.5605
C 2.0895 -4.3980 -4.4235
C 2.7949 -4.3824 -3.2274
C 2.3321 -3.6379 -2.1609
C 0.3513 -0.1936 2.8555
C 0.6114 0.1253 4.1931
C -0.1411 1.1024 4.8192
C -1.1397 1.7518 4.0994
C -1.3501 1.3896 2.7819
N -0.6395 0.4438 2.1722
H 2.5626 -2.6883 1.9392
H 1.9921 -2.3971 3.5996
H 3.0894 -1.2533 2.8313
H -0.4453 -2.3300 -3.5758
H 0.3829 -3.6559 -5.4962
H 2.4626 -4.9752 -5.2552
H 3.7132 -4.9418 -3.1273
H 2.8702 -3.6068 -1.2303
H 1.4034 -0.3830 4.7204
H 0.0504 1.3714 5.8468
H -1.7275 2.5391 4.5443
H -2.0835 1.8996 2.1695
S -2.3233 1.4710 -0.8399
C -2.3819 1.8207 -2.4896
N -3.3317 2.6371 -2.9436
C -3.8570 2.4866 -4.2885
C -2.7806 2.1383 -5.3012
N -1.8006 1.2248 -4.7553
C -1.0990 0.4154 -5.7315
C -2.0590 -0.6126 -6.2769
C -2.2544 -0.7688 -7.6421
C -3.1563 -1.7088 -8.1121
C -3.8761 -2.4864 -7.2203
C -3.6833 -2.3368 -5.8560
C -2.7767 -1.4054 -5.3867
C -1.4414 1.2490 -3.4688
S 0.0865 0.7814 -2.9974
C -4.0930 3.5302 -2.0887
C -5.5319 3.0990 -1.9414
C -6.5495 3.8238 -2.5476
C -7.8690 3.4308 -2.4012
C -8.1755 2.3022 -1.6598
C -7.1628 1.5617 -1.0698
C -5.8447 1.9563 -1.2134
H -4.3455 3.4189 -4.5752
H -4.6224 1.7008 -4.2627
H -2.2543 3.0460 -5.6279
H -3.2449 1.6780 -6.1776
H -0.2578 -0.0721 -5.2323
H -0.7052 1.0479 -6.5303
H -1.6996 -0.1572 -8.3382
H -3.2985 -1.8334 -9.1746
H -4.5829 -3.2137 -7.5858
H -4.2370 -2.9479 -5.1591
H -2.6314 -1.2844 -4.3212
H -4.0488 4.5215 -2.5498
H -3.6019 3.5807 -1.1160
H -6.3165 4.7101 -3.1199
H -8.6536 4.0047 -2.8710
H -9.2036 2.0003 -1.5398
H -7.4018 0.6736 -0.5013
H -5.0503 1.3854 -0.7531
N -4.5349 -3.1712 1.5325
C -3.9119 -2.0024 1.4063
N -4.3998 -0.9355 2.0390
S -2.5293 -1.9612 0.4213
H -5.3624 -3.2891 2.0962
H -4.1590 -3.9844 1.0717
H -5.2398 -1.0094 2.5927
H -4.0134 -0.0194 1.8836
O -0.1735 2.8586 0.6440
C 0.6522 2.3977 -0.1364
O 0.7670 1.1253 -0.3179
C 1.4870 3.2530 -1.0220
C 1.1826 4.6150 -1.1049
C 1.7768 5.4369 -2.0503
C 2.6862 4.8451 -2.9032
O 3.3717 5.3889 -3.9276
C 4.1836 4.3648 -4.4606
O 3.9542 3.1804 -3.7289
C 3.0306 3.4814 -2.7870
C 2.4426 2.6622 -1.8546
H 0.4540 5.0065 -0.4108
H 1.5468 6.4857 -2.1272
H 5.2428 4.6554 -4.3895
H 3.9257 4.2007 -5.5187
H 2.7028 1.6208 -1.7656
```

Computed properties:
Spin multiplicity: 4
Orbital gap (alpha / beta), eV: 6.769 / 3.332
Expectation value of S²: 3.7862
Net charge: +2
Electronic energy, a.u.: -3620.1699
LUMO (alpha / beta), Eh: -0.1943 / -0.3135

---

Density functional theory data (ωB97M-V with the def2-TZVPD basis set) for C26H41Cl3FN5O4PS2Si2TeV as an isolated structure.

Structure (XYZ):
```
87
C26H41Cl3FN5O4PS2Si2TeV (ωB97M-V with the def2-TZVPD basis set)
V 0.6650 -1.3918 0.0406
C -3.6042 -3.1434 3.7447
C -2.3782 -2.7112 2.9710
O -2.1038 -1.3160 3.1926
P -2.5176 -0.2273 2.0823
S -2.1511 1.5587 2.7748
S -1.8147 -0.7206 0.2647
O -4.1023 -0.5381 2.0163
C -4.9038 0.1925 1.0806
C -6.3522 0.0104 1.4667
H -3.7498 -4.2203 3.6336
H -4.4900 -2.6272 3.3792
H -3.4816 -2.9203 4.8053
H -2.4841 -2.8956 1.8990
H -1.4972 -3.2482 3.3216
H -4.7022 -0.1928 0.0782
H -4.6145 1.2467 1.1087
H -6.6415 -1.0392 1.3998
H -6.9957 0.5861 0.7992
H -6.5201 0.3519 2.4884
N 1.0360 -0.4944 4.3634
C 0.8989 0.0492 3.1500
N 0.9253 -0.9061 2.2498
C 1.0781 -2.0360 2.9905
N 1.1437 -1.8363 4.2854
C 1.1306 -3.3360 2.3205
C 1.4357 -4.5267 2.9646
N 1.4947 -5.6791 2.3092
C 1.2589 -5.6307 1.0016
C 0.9475 -4.4517 0.3416
N 0.8694 -3.3000 1.0089
H 0.9854 -0.0364 5.2561
H 0.7550 1.1000 2.9648
H 1.6363 -4.5291 4.0284
H 1.3179 -6.5577 0.4447
H 0.7546 -4.4064 -0.7217
Cl 6.2272 -2.6282 -1.2337
C 4.4938 -2.2640 -1.2846
Cl 4.1608 -1.3208 -2.7595
Cl 3.6005 -3.7951 -1.3578
C 4.0379 -1.3960 -0.0451
O 4.9202 -0.8593 0.6018
O 2.7976 -1.3682 0.1401
C 2.9818 3.8882 1.7623
Si 3.4572 3.6631 -0.0362
C 5.3114 3.8919 -0.2026
C 2.5769 4.9539 -1.0780
C 3.0018 1.9501 -0.6220
Te 0.9508 1.4431 -0.3143
C 0.2376 2.2064 -2.1699
Si -1.4848 2.9683 -2.1910
C -1.4768 4.2655 -3.5521
C -1.8827 3.7894 -0.5614
C -2.7503 1.6572 -2.5957
H 3.1662 4.9186 2.0775
H 3.5742 3.2310 2.4042
H 1.9251 3.6680 1.9269
H 5.6335 4.8498 0.2135
H 5.6224 3.8575 -1.2493
H 5.8406 3.0949 0.3244
H 2.9347 5.9571 -0.8325
H 1.4972 4.9367 -0.9074
H 2.7517 4.7892 -2.1442
H 3.5804 1.1943 -0.0828
H 3.2094 1.7962 -1.6827
H 0.2969 1.3955 -2.8984
H 0.9732 2.9639 -2.4510
H -0.7637 5.0636 -3.3296
H -2.4642 4.7203 -3.6651
H -1.1996 3.8266 -4.5136
H -1.0929 4.4796 -0.2519
H -2.0075 3.0562 0.2395
H -2.8114 4.3603 -0.6535
H -2.6097 1.2770 -3.6107
H -3.7631 2.0638 -2.5226
H -2.6715 0.8150 -1.9055
F -1.3855 -3.1320 -5.7509
C -0.9210 -2.7884 -4.5132
C -1.4375 -3.4230 -3.4048
C -0.9512 -3.0530 -2.1525
C 0.0433 -2.0816 -1.9481
C 0.5058 -1.4833 -3.1321
C 0.0458 -1.8126 -4.4053
H -2.2098 -4.1728 -3.5271
H -1.4091 -3.5361 -1.2893
H 1.2793 -0.7233 -3.0695
H 0.4286 -1.3315 -5.2976
```

Computed properties:
Spin multiplicity: 4
Orbital gap (alpha / beta), eV: 6.390 / 7.063
Expectation value of S²: 3.7640
Net charge: -1
Electronic energy, a.u.: -5999.5889
LUMO (alpha / beta), Eh: 0.0692 / 0.0653

---

Density functional theory data (ωB97M-V with the def2-TZVPD basis set) for C46H55AsCl6O5P2PbS4Si3 as an isolated structure.

Structure (XYZ):
```
123
C46H55AsCl6O5P2PbS4Si3 (ωB97M-V with the def2-TZVPD basis set)
Pb -0.7823 2.2160 -0.8439
O -3.0685 3.1859 -7.5608
C -2.6799 3.1613 -6.4099
S -0.9881 3.1148 -5.9322
C -1.2196 3.0544 -4.1829
C -2.4976 3.0955 -3.7531
S -3.0759 3.1193 -2.1020
S -3.7397 3.1680 -5.0030
S 0.2582 2.9627 -3.2380
Cl -0.5508 -1.8846 1.8135
C 0.6034 -1.4517 3.0401
C 1.3881 -2.4616 3.5745
C 2.3490 -2.1606 4.5269
C 2.5152 -0.8497 4.9404
C 1.7025 0.1497 4.4206
C 0.7235 -0.1202 3.4653
P -0.4885 1.1335 2.8014
C -1.8373 0.6110 3.9872
C -2.9839 0.0532 3.4241
C -4.0293 -0.3939 4.2279
C -3.9392 -0.2881 5.6075
C -2.7927 0.2537 6.1815
C -1.7512 0.6910 5.3765
C 0.0965 2.6999 3.5788
C 1.3951 3.1503 3.3229
C 1.8103 4.4112 3.7276
C 0.9367 5.2500 4.4083
C -0.3559 4.8173 4.6707
C -0.7755 3.5626 4.2471
H 1.2481 -3.4808 3.2332
H 2.9688 -2.9509 4.9343
H 3.2763 -0.5981 5.6706
H 1.8362 1.1653 4.7667
H -3.0491 -0.0310 2.3410
H -4.9186 -0.8186 3.7744
H -4.7566 -0.6238 6.2359
H -2.7132 0.3340 7.2599
H -0.8586 1.1022 5.8339
H 2.0905 2.5128 2.7859
H 2.8153 4.7406 3.4922
H 1.2530 6.2414 4.7126
H -1.0537 5.4671 5.1889
H -1.8017 3.2626 4.4251
C -1.9385 -1.8915 -3.9960
Si -0.1079 -1.9169 -4.3725
C 0.3662 -0.3823 -5.3136
C 0.1158 -3.3674 -5.5745
As 0.9740 -1.8465 -2.2809
Si 0.5850 -4.0598 -1.6550
C 0.9618 -5.4144 -2.9043
C -1.2467 -4.1866 -1.2321
C 1.5703 -4.4865 -0.1182
Si 3.1806 -1.9093 -3.0793
C 3.4428 -2.7630 -4.7388
C 3.6978 -0.1298 -3.2900
C 4.3875 -2.7697 -1.9385
H -2.4913 -1.4088 -4.8095
H -2.1292 -1.3415 -3.0669
H -2.3193 -2.9103 -3.8727
H -0.3741 -0.1575 -6.0878
H 1.3401 -0.5091 -5.8009
H 0.4382 0.4889 -4.6537
H 0.1440 -2.9762 -6.5974
H -0.7278 -4.0608 -5.4963
H 1.0311 -3.9397 -5.4132
H 0.3006 -5.3554 -3.7726
H 0.8339 -6.3961 -2.4348
H 1.9936 -5.3428 -3.2668
H -1.8099 -4.6838 -2.0293
H -1.6733 -3.1866 -1.0945
H -1.3987 -4.7420 -0.3011
H 2.5817 -4.0699 -0.1604
H 1.6407 -5.5713 0.0139
H 1.0828 -4.0497 0.7596
H 2.8999 -2.2623 -5.5484
H 3.1116 -3.8064 -4.7144
H 4.5104 -2.7509 -4.9864
H 3.0977 0.3588 -4.0657
H 4.7544 -0.0522 -3.5674
H 3.5419 0.4384 -2.3657
H 4.1747 -3.8431 -1.8649
H 4.3563 -2.3470 -0.9310
H 5.4021 -2.6473 -2.3321
C -4.9184 -2.5644 -1.0646
P -4.3364 -0.8721 -0.8020
C -5.4524 -0.1970 0.4462
C -4.7558 0.0135 -2.2982
O -2.9022 -0.8254 -0.3844
H -5.9927 -2.5929 -1.2621
H -4.6823 -3.1545 -0.1774
H -4.3761 -2.9817 -1.9157
H -6.4926 -0.2284 0.1148
H -5.1591 0.8391 0.6298
H -5.3385 -0.7663 1.3709
H -5.8101 -0.1266 -2.5569
H -4.1241 -0.3307 -3.1128
H -4.5338 1.0754 -2.1258
O 2.4050 -1.2008 0.4669
C 3.5099 -0.7028 1.0498
C 4.4415 -1.5830 1.6021
C 5.5898 -1.0920 2.2022
C 5.8317 0.2742 2.2529
C 4.9092 1.1474 1.6889
C 3.7447 0.6807 1.0922
C 2.7365 1.6535 0.4915
O 3.1293 2.7299 0.0495
O 1.5271 1.2070 0.5208
H 1.7964 -0.4166 0.3740
H 4.2353 -2.6481 1.5660
H 6.3014 -1.7860 2.6373
H 6.7348 0.6546 2.7172
H 5.0757 2.2190 1.6928
Cl -3.2642 3.0360 1.3492
C -2.1902 4.4230 1.2347
C -1.0661 4.3376 0.4344
C -0.2684 5.4712 0.3956
Cl 1.1637 5.4457 -0.5820
C -0.5542 6.6249 1.1270
Cl 0.5018 8.0020 1.0792
C -1.7013 6.6692 1.9157
Cl -2.0714 8.0793 2.8508
C -2.5384 5.5603 1.9619
Cl -3.9650 5.6004 2.9505
```

Computed properties:
Orbital gap, eV: 5.571
Net charge: -2
Electronic energy, a.u.: -10496.1798
LUMO, Eh: 0.1377

---

Question: Among the records above, which one has the lowest electronic energy?
Answer: C46H55AsCl6O5P2PbS4Si3

---

Question: Look up the electronic energy of the third one.
Answer: -10496.1798 a.u.

---

Question: Which formula does entry 2 have?
Answer: C26H41Cl3FN5O4PS2Si2TeV

---

Question: Look up the electronic energy of the first one.
Answer: -3620.1699 a.u.